Entry 1:
# C4H11NO2

3 unconnected molecules or ions with the total composition C4H11NO2 (the ωB97M-V functional and the def2-TZVPD basis, OMol25).

Cartesian coordinates (Å):
C: 0.446 -1.292 1.736
H: -1.697 0.763 -0.942
O: 2.660 0.368 0.687
O: -2.547 -0.440 -0.820
H: 0.004 -1.873 2.537
H: 1.477 -0.666 -0.525
H: 0.941 1.558 -1.356
H: -1.317 -1.282 0.452
C: 0.308 1.067 -0.616
H: -0.129 -0.819 -1.474
H: -3.507 -0.477 -0.738
N: -1.006 1.576 -0.696
C: 0.405 -0.494 -0.579
H: 1.397 -0.766 1.881
H: 0.779 1.357 0.365
H: 3.610 0.530 0.675
C: -0.251 -1.051 0.609
H: -1.138 2.167 -1.517

Output
* F_max: 0.055 Eh/bohr
* HOMO energy: -0.329 Ha
* energy: -363.903536 a.u.
* ΔE to the lowest compared entry with this formula, charge and spin: 228.8 kcal/mol
* LUMO level: -4.6 eV

---

Entry 2:
# C6H9N2

A gas-phase ion, C6H9N2 (charge +1) (the ωB97M-V functional and the def2-TZVPD basis, OMol25).

Cartesian coordinates (Å):
H: 0.529 -0.238 -2.471
H: -0.685 3.237 -0.399
H: 0.433 -2.843 -0.403
C: -0.295 2.179 -0.257
N: -0.056 -0.701 2.044
C: -0.218 1.596 1.012
H: 0.188 -1.792 1.806
C: 0.112 0.172 1.057
C: 0.467 -0.686 -0.449
H: -0.606 -0.521 2.900
H: 1.500 -0.715 -0.422
H: -0.446 2.314 -2.244
N: -0.168 -1.955 -0.326
C: 0.162 0.184 -1.544
H: -0.310 2.167 1.892
C: -0.136 1.545 -1.481
H: -1.046 -2.065 -0.787

Output
* F_max: 0.105 Eh/bohr
* total charge: +1
* HOMO energy: -0.487 Ha
* energy: -343.205354 a.u.
* ΔE to the lowest compared entry with this formula, charge and spin: 72.9 kcal/mol
* LUMO level: -5.4 eV
* SMILES: N[C@H]1C=CC=CC1=[NH2+]

---

Entry 3:
# C12H24FNO8S

5 unconnected molecules or ions with the total composition C12H24FNO8S (the ωB97M-V functional and the def2-TZVPD basis, OMol25).

Cartesian coordinates (Å):
H: 0.111 0.901 0.826
C: 2.436 1.479 -0.640
O: 4.427 3.733 0.987
H: -3.984 2.641 1.612
H: -0.458 -2.619 0.047
H: 2.008 -2.059 -1.266
C: -3.349 0.644 0.910
C: -3.048 2.007 1.531
H: -2.390 0.121 0.736
H: 0.097 -3.332 1.306
H: 0.152 -1.228 -4.747
C: 2.402 -2.301 -2.329
H: -3.761 0.661 -0.079
O: -5.570 -0.170 1.875
H: 1.566 1.476 -1.323
C: 3.774 -1.526 -3.840
H: -0.456 -1.955 -3.259
H: -4.487 1.386 3.752
C: -3.646 0.742 3.467
H: 0.380 -2.729 -4.402
O: -3.562 -1.549 2.259
H: 2.071 -3.367 -2.476
H: -3.203 0.014 4.251
H: -2.424 2.675 1.002
H: -0.503 -1.552 1.209
H: 1.332 -0.461 -3.045
H: 2.461 0.248 1.048
O: 3.304 2.546 -0.558
H: -1.375 1.275 2.924
C: 0.823 1.522 1.391
O: 3.706 -2.279 -2.822
C: 3.624 2.868 0.651
O: 2.607 -1.142 -4.294
O: 4.881 -1.268 -4.351
C: 2.175 1.211 0.785
F: -0.659 -0.456 -1.104
C: -2.516 1.699 2.965
H: 2.838 0.541 -0.967
C: 0.371 -1.781 -4.002
C: 1.654 -1.404 -3.359
O: 3.097 1.975 1.464
N: -0.547 -2.540 0.980
H: 0.968 1.232 2.434
H: -2.440 2.634 3.639
S: -4.204 -0.211 2.169
H: -1.360 -2.854 1.272
H: 0.698 2.562 1.377

Output
* F_max: 0.150 Eh/bohr
* HOMO energy: -0.358 Ha
* energy: -1626.176690 a.u.
* ΔE to the lowest compared entry with this formula, charge and spin: 121.4 kcal/mol
* LUMO level: -1.2 eV

---

Entry 4:
# C15H33AsNO2PReS2Si2

A molecular structure, C15H33AsNO2PReS2Si2 (the ωB97M-V functional and the def2-TZVPD basis, OMol25).

Cartesian coordinates (Å):
Si: 2.689 -0.458 -2.225
C: -3.209 -2.316 2.401
H: 4.204 0.378 2.483
H: 2.350 -2.077 -4.117
H: 5.106 -0.919 -1.558
H: 2.794 -3.735 0.116
H: -4.176 -2.753 2.206
C: 2.267 -2.138 -3.035
H: 1.883 1.107 -4.042
H: -0.889 -1.860 4.797
H: 0.677 0.859 -2.780
H: -3.741 3.438 -2.484
H: -4.596 2.258 1.807
H: 1.544 -2.971 3.064
H: 2.906 -2.951 -2.700
H: 3.187 -3.165 3.646
C: 2.485 -2.450 3.224
C: -4.409 3.169 1.229
C: -1.379 -1.827 3.839
As: 1.675 -0.467 0.051
H: 5.449 -0.853 2.403
C: -2.636 -2.391 3.661
C: -2.027 2.808 -3.642
H: -3.147 -2.875 4.477
H: 4.910 -0.034 0.939
N: -1.309 -1.146 1.547
O: -2.828 1.852 -1.569
H: -2.944 -1.654 0.379
H: 1.236 -2.397 -2.798
C: -2.728 3.064 -2.320
S: -0.529 2.474 0.104
H: -4.373 4.014 1.920
C: 1.740 1.014 -2.970
H: 4.361 -3.910 0.897
H: -2.180 3.817 -1.740
H: -5.657 2.461 -0.378
Re: -0.490 0.207 0.121
H: 5.026 0.106 -2.973
H: -6.431 3.653 0.676
H: 2.326 -1.678 3.972
Si: 3.205 -1.752 1.585
H: -1.843 3.759 -4.135
S: -1.172 -1.017 -1.627
H: -2.646 2.185 -4.282
C: 4.565 -0.093 -2.011
C: -2.524 -1.689 1.377
C: 3.690 -3.200 0.423
O: -3.117 3.117 0.654
P: -2.485 1.759 0.007
H: 4.168 -2.823 -0.476
H: -5.205 4.170 -0.491
C: -5.497 3.375 0.191
H: 2.030 1.954 -2.503
H: 4.712 0.789 -1.390
C: 4.582 -0.451 1.889
H: -1.079 2.296 -3.490
H: 0.236 -0.796 2.881
C: -0.754 -1.228 2.768

Output
* F_max: 0.079 Eh/bohr
* total charge: +1
* HOMO energy (alpha / beta): -0.375 / -0.380 Ha
* energy: -4827.232585 a.u.
* ΔE to the lowest compared entry with this formula, charge and spin: 42.3 kcal/mol
* LUMO level (alpha / beta): -4.1 / -4.3 eV

---

Entry 5:
# C28H61BrIN2O3P2S

A molecular structure, C28H61BrIN2O3P2S (the ωB97M-V functional and the def2-TZVPD basis, OMol25).

Cartesian coordinates (Å):
H: 1.232 -3.622 1.023
C: -3.671 3.871 2.475
O: -1.106 2.746 -0.135
H: -0.737 1.524 -2.428
C: 3.288 -3.133 1.261
H: -2.931 5.877 2.205
H: 1.629 -2.812 2.553
H: 1.696 -0.310 -7.653
C: 1.796 -2.812 1.480
H: 0.269 -3.833 -7.221
H: -3.573 4.710 5.198
C: -2.806 5.470 5.025
H: -3.045 8.923 4.554
Br: -3.774 -3.309 1.300
C: 4.322 -3.480 3.587
H: 3.679 -2.727 4.032
H: 1.658 0.559 1.994
H: -1.344 3.164 -0.982
H: -1.883 8.062 5.563
H: 3.735 -1.227 2.146
H: -0.803 0.101 -5.933
H: 1.436 0.445 -4.693
H: 4.466 -4.240 4.348
C: 1.154 0.146 -6.822
H: 2.092 -1.091 -5.293
H: -1.786 4.621 1.790
C: 0.706 2.308 3.763
P: -1.237 -2.970 -1.312
H: -4.052 -0.867 1.387
C: -3.488 6.817 4.797
H: -1.033 5.700 3.817
N: -1.285 0.810 -1.951
O: 1.505 -1.541 0.894
O: -0.763 -3.024 -2.889
C: 0.213 0.351 0.394
H: -2.220 5.519 5.948
C: -2.089 -1.127 2.115
C: 0.358 -2.787 -7.527
C: -0.355 -1.920 -6.491
H: -2.410 -1.542 3.064
H: -0.128 -1.648 2.743
H: -4.155 7.011 5.640
H: -0.798 -0.163 -7.659
C: 1.949 -0.035 -5.534
H: -2.228 0.787 -2.322
P: -1.356 1.125 -0.267
C: 0.886 1.158 1.534
C: -1.883 5.016 3.893
C: -0.705 -1.725 1.834
C: -0.654 -4.572 -0.653
C: 0.139 -1.198 0.673
H: 0.414 -4.729 -0.775
I: 1.988 2.872 0.775
C: 4.083 -1.826 1.313
H: 3.413 -3.560 0.272
H: 1.091 1.213 -7.048
H: 2.937 0.416 -5.623
C: -0.210 -2.641 -8.936
C: 0.627 -1.090 -1.600
H: 1.428 -2.564 -7.538
H: -0.858 -2.789 1.672
H: 4.105 -6.041 1.426
H: -4.084 3.799 1.467
H: 1.627 1.769 3.970
H: -0.926 -4.680 0.389
N: -0.109 -1.727 -0.743
H: -3.303 2.880 2.757
H: 4.001 -1.277 0.386
S: 1.533 0.232 -0.967
H: -2.956 -1.220 0.101
H: 5.138 -2.026 1.461
C: -0.266 -0.413 -6.738
H: -1.460 4.042 4.162
C: -3.185 -1.457 1.127
H: -1.181 -5.345 -1.205
H: -2.066 -0.052 2.223
C: 4.664 -5.190 1.793
H: -4.491 4.133 3.145
H: 0.135 2.279 4.684
H: 0.303 -3.309 -9.627
C: -2.508 7.981 4.672
C: 3.691 -4.149 2.371
H: -1.273 -2.891 -8.955
H: 0.942 3.330 3.501
H: 5.344 -5.510 2.573
H: 5.290 -3.058 3.361
H: -1.087 -3.880 -3.226
H: 0.047 -2.153 -5.499
H: 0.629 -1.304 -2.656
H: -0.429 0.676 3.126
H: -0.092 -1.625 -9.316
H: 2.766 -4.608 2.712
H: -0.872 2.222 2.321
H: -1.412 -2.203 -6.458
C: -2.548 4.903 2.522
C: -0.063 1.581 2.655
H: -1.854 7.867 3.806
H: -4.124 6.776 3.909
H: 5.256 -4.761 0.994

Output
* F_max: 0.046 Eh/bohr
* total charge: +1
* HOMO energy: -0.422 Ha
* energy: -5391.098571 a.u.
* LUMO level: -3.5 eV

---

Entry 6:
# C14H20N2O

2 unconnected molecules or ions with the total composition C14H20N2O (the ωB97M-V functional and the def2-TZVPD basis, OMol25).

Cartesian coordinates (Å):
C: 0.306 0.407 -1.763
C: -2.662 -1.541 2.173
C: 3.075 -1.119 -0.839
O: 0.780 1.240 -1.009
H: 2.106 2.841 1.796
N: 1.082 -0.664 -2.140
C: 1.222 2.243 1.917
H: 0.846 -2.465 -3.193
H: 3.055 0.072 -2.633
H: -0.778 0.897 -3.538
H: -2.430 -2.503 1.665
H: 0.618 -1.062 2.497
H: 2.634 -0.218 -0.387
H: 4.121 -1.354 -0.663
C: 0.440 -0.070 2.117
N: -2.426 1.951 1.439
H: 2.651 -1.672 -2.916
C: 2.527 -0.807 -2.272
C: -3.006 0.721 1.349
C: -2.100 -0.283 1.588
C: -1.052 1.776 1.540
H: -4.028 0.493 1.103
H: -2.819 2.841 1.194
C: -0.850 0.390 1.823
H: 2.397 0.707 2.642
C: -0.036 2.729 1.555
H: 2.464 -1.865 -0.316
C: -0.992 0.640 -2.501
C: 1.398 0.906 2.253
H: -3.699 -1.756 1.844
C: 0.452 -1.990 -2.290
H: 0.842 -2.571 -1.450
H: -0.607 -2.165 -2.155
H: -1.409 1.574 -2.131
H: -2.503 -1.723 3.222
H: -0.054 3.673 1.021
H: -1.566 -0.276 -2.542

Output
* F_max: 0.067 Eh/bohr
* HOMO energy: -0.278 Ha
* energy: -730.146122 a.u.
* ΔE to the lowest compared entry with this formula, charge and spin: 67.0 kcal/mol
* LUMO level: 0.8 eV
* SMILES: Cc1c[nH]c2ccccc12.CCN(C)C(C)=O